{"formula": "C13H18N2O4", "method": "the ωB97M-V functional and the def2-TZVPD basis", "symbols": ["O", "N", "O", "C", "C", "C", "C", "C", "C", "H", "H", "H", "H", "H", "C", "C", "C", "C", "N", "C", "C", "O", "C", "O", "H", "H", "H", "H", "H", "H", "H", "H", "H", "H", "H", "H", "H"], "positions_angstrom": [[-0.1789, -1.8276, -2.5020], [0.2922, -2.3783, -1.5199], [-0.1785, -2.3060, -0.3950], [1.5068, -3.1755, -1.7011], [2.0959, -3.2530, -2.9608], [3.2625, -3.9916, -3.1231], [3.8285, -4.6485, -2.0348], [3.2289, -4.5752, -0.7813], [2.0636, -3.8365, -0.6093], [1.6646, -2.7457, -3.8161], [3.7332, -4.0532, -4.0982], [4.7425, -5.2197, -2.1641], [3.6727, -5.0915, 0.0629], [1.6075, -3.7844, 0.3729], [1.0353, 0.3426, 0.9557], [1.0613, 1.6624, 1.4657], [0.4876, 2.9270, 0.6397], [-1.1073, 3.0080, 0.9418], [-1.8968, 2.4518, -0.1685], [-3.3085, 2.1653, 0.2049], [-3.4915, 0.9238, 1.2041], [-1.5259, 4.3626, 1.3569], [-2.0624, 4.2188, 2.6741], [-1.5980, 4.7535, 3.6867], [0.1816, -0.1181, 0.3673], [1.9778, -0.2839, 1.1095], [1.4564, 1.8855, 2.5195], [0.9556, 3.8923, 1.0486], [0.7159, 2.7956, -0.4656], [-1.2633, 2.3426, 1.8646], [-1.8189, 3.0032, -1.0296], [-3.8682, 1.8946, -0.7599], [-3.7813, 3.1409, 0.5720], [-3.7347, 1.3603, 2.2355], [-2.4845, 0.3840, 1.2469], [-4.3188, 0.2555, 0.8086], [-2.9529, 3.5183, 2.7915]], "forces_ev_per_angstrom": [[0.2159, -0.2246, 0.3977], [-0.4821, 0.2938, -0.0176], [0.1640, -0.1258, -0.4150], [0.7124, -0.4410, -0.0975], [-0.0134, 0.0477, -0.0977], [-0.0745, -0.0151, 0.2448], [-0.0227, 0.0120, 0.0069], [-0.0610, 0.1064, -0.2320], [-0.0150, -0.0045, 0.1247], [-0.0908, 0.0134, 0.2402], [-0.0910, 0.0315, 0.0913], [-0.1052, 0.0560, 0.0125], [-0.0876, 0.0723, -0.0648], [-0.0852, 0.1241, -0.2092], [0.6930, 1.9315, 0.9537], [-0.3866, -1.0851, -1.3736], [-1.1320, -0.4231, 1.5462], [0.5033, -1.3304, -0.4850], [0.2178, 0.1041, 1.3686], [-0.8873, 0.1078, -1.0323], [0.6577, 1.2682, -0.0823], [-0.6221, -0.8672, 2.2151], [1.3094, 1.1789, 1.9167], [-1.2817, -1.2302, -3.5087], [1.5773, 1.2077, -0.1520], [-1.9355, 0.2895, 0.8125], [0.4040, -0.2612, -2.0696], [-0.5616, -1.5339, -0.6694], [-0.4380, 0.2055, 1.4875], [0.0619, 0.7262, -1.4784], [-0.0340, -0.1996, 0.6306], [0.9243, 0.5049, 1.2793], [0.2733, -1.4167, -0.1494], [0.2079, -1.0710, -1.3285], [-1.5476, 0.4847, -0.0125], [1.1122, 0.7695, 0.7801], [0.9205, 0.6937, -0.6330]], "multiplicity": 1, "homo_energy_ev": -8.56, "smiles": "O=[N+]([O-])c1ccccc1.C=CC[C@H](NCC)OC=O", "de_lowest_kj_mol": 789.5, "max_force_ev_per_a": 3.93}

{"formula": "CH4NPS2", "method": "the ωB97M-V functional and the def2-TZVPD basis", "symbols": ["C", "N", "P", "S", "S", "H", "H", "H", "H"], "positions_angstrom": [[-1.1369, 0.1372, -0.1564], [-1.7682, 1.2858, -0.3547], [1.6075, -1.2607, 0.4182], [-1.4660, -1.3568, 0.1375], [1.4188, 0.6916, 0.2036], [-2.6617, 1.2710, -0.7864], [-1.2144, 2.0486, -0.7202], [2.3026, -1.3752, 1.5553], [2.9185, -1.4413, -0.2969]], "forces_ev_per_angstrom": [[-1.2140, 0.8863, -0.1056], [1.0397, -0.0956, -0.4571], [2.2569, -1.2448, -2.2278], [-1.2288, -0.9465, 0.0796], [0.8865, 1.5465, 0.1761], [-1.2061, -0.1448, -0.0667], [0.2623, 0.0913, 0.2782], [0.5635, -0.0761, 2.0866], [-1.3600, -0.0162, 0.2368]], "multiplicity": 3, "homo_energy_ev": [-6.62, -8.94], "max_force_ev_per_a": 3.41}

{"formula": "C62H55AsCl3HgN5O8S2", "method": "the ωB97M-V functional and the def2-TZVPD basis", "symbols": ["Hg", "C", "C", "C", "C", "C", "C", "C", "S", "O", "C", "C", "C", "C", "C", "C", "C", "C", "C", "C", "C", "C", "C", "C", "C", "C", "C", "C", "C", "C", "S", "O", "C", "C", "C", "C", "C", "C", "C", "H", "H", "H", "H", "H", "H", "H", "H", "H", "H", "H", "H", "H", "H", "H", "H", "H", "H", "H", "H", "H", "H", "H", "H", "H", "H", "O", "C", "O", "C", "C", "Cl", "N", "N", "C", "C", "O", "O", "C", "C", "C", "C", "C", "C", "H", "H", "H", "H", "H", "H", "Cl", "C", "C", "C", "C", "C", "Cl", "C", "N", "C", "C", "C", "C", "C", "C", "C", "C", "O", "O", "H", "H", "H", "H", "H", "H", "H", "H", "H", "H", "C", "As", "C", "C", "H", "H", "H", "H", "H", "H", "H", "H", "H", "N", "N", "H", "H", "H", "H"], "positions_angstrom": [[-1.1610, -0.7555, 1.1326], [-3.9573, 2.6471, 6.2080], [-3.4991, 2.6391, 4.7800], [-4.3933, 2.6710, 3.7198], [-3.9398, 2.6085, 2.4124], [-2.5858, 2.5163, 2.1676], [-1.6780, 2.4705, 3.2118], [-2.1355, 2.5554, 4.5090], [-1.9500, 2.2171, 0.5133], [-3.1369, 2.3124, -0.3820], [-0.9347, 3.6931, 0.2743], [-0.7250, 4.6230, 1.2919], [0.2277, 5.6012, 1.1758], [1.0892, 5.6161, 0.0582], [2.1760, 6.5029, -0.0288], [3.0224, 6.4756, -1.1108], [2.8068, 5.5632, -2.1436], [1.7337, 4.7047, -2.0982], [0.8432, 4.7104, -1.0082], [-0.2345, 3.7759, -0.9265], [-0.6777, 3.1242, -2.1650], [-1.1875, 4.0069, -3.1724], [-1.4620, 5.3589, -2.8959], [-1.9448, 6.2010, -3.8679], [-2.1642, 5.7318, -5.1621], [-1.9414, 4.4089, -5.4565], [-1.4901, 3.5150, -4.4680], [-1.3585, 2.1329, -4.7157], [-0.9876, 1.2818, -3.7087], [-0.6232, 1.7698, -2.4504], [-0.0873, 0.5785, -1.1889], [0.9169, 1.2883, -0.3791], [0.8021, -0.4952, -2.3530], [0.1548, -1.6552, -2.7451], [0.7649, -2.5116, -3.6397], [2.0151, -2.2165, -4.1748], [2.6383, -3.1537, -5.1703], [2.6487, -1.0489, -3.7699], [2.0524, -0.1964, -2.8531], [-5.0396, 2.7207, 6.2784], [-3.5147, 3.4798, 6.7558], [-3.6381, 1.7219, 6.6868], [-5.4550, 2.7287, 3.9158], [-4.6283, 2.6254, 1.5811], [-0.6298, 2.3482, 2.9681], [-1.4320, 2.5145, 5.3268], [-1.3584, 4.6018, 2.1651], [0.3446, 6.3446, 1.9535], [2.3369, 7.2060, 0.7770], [3.8682, 7.1468, -1.1551], [3.4959, 5.5309, -2.9780], [1.5717, 3.9948, -2.8955], [-1.3073, 5.7329, -1.8968], [-2.1614, 7.2320, -3.6267], [-2.5374, 6.4054, -5.9206], [-2.1142, 4.0335, -6.4562], [-1.5761, 1.7584, -5.7050], [-0.9291, 0.2219, -3.8941], [-0.8167, -1.8695, -2.3319], [0.2766, -3.4361, -3.9095], [2.0681, -3.1427, -6.1019], [2.6328, -4.1748, -4.7877], [3.6658, -2.8688, -5.3870], [3.6228, -0.8037, -4.1671], [2.5556, 0.6992, -2.5257], [-4.3168, -2.1689, 5.7149], [-4.6113, -3.2448, 4.9600], [-5.2559, -4.1755, 5.4022], [-4.1094, -3.1401, 3.6007], [-4.5695, -3.8351, 2.4720], [-5.7227, -5.0832, 2.4397], [-3.8491, -3.4146, 1.3887], [-2.9291, -2.5032, 1.7967], [-3.0756, -2.3277, 3.0986], [-2.1600, -1.3258, 3.7569], [-1.6110, -1.5648, 4.8204], [-2.0197, -0.2689, 3.0594], [-3.9980, -3.7310, 0.0363], [-2.8842, -3.6819, -0.8103], [-3.0247, -3.9850, -2.1484], [-4.2610, -4.3484, -2.6706], [-5.3720, -4.3541, -1.8383], [-5.2557, -4.0415, -0.4985], [-4.5918, -2.3353, 6.6288], [-1.9082, -3.4311, -0.4173], [-2.1590, -3.9369, -2.7892], [-4.3585, -4.6060, -3.7154], [-6.3477, -4.5935, -2.2395], [-6.1294, -4.0340, 0.1338], [5.4439, -3.9739, -1.5126], [5.5656, -2.2413, -1.4840], [5.9448, -1.6166, -2.6584], [6.1717, -0.2533, -2.6899], [6.0831, 0.4741, -1.5162], [5.7160, -0.1575, -0.3487], [5.7597, 0.7646, 1.1215], [5.3712, -1.5244, -0.2896], [4.9741, -2.0548, 0.9008], [4.3383, -3.2750, 1.1989], [4.8362, -3.9882, 2.2878], [4.2843, -5.1972, 2.6572], [3.2282, -5.7175, 1.9274], [2.7007, -4.9951, 0.8743], [3.2155, -3.7527, 0.5090], [2.5259, -2.9647, -0.5622], [1.0011, -2.8831, -0.2754], [0.2753, -3.7919, -0.6412], [0.6402, -1.8323, 0.3400], [6.0917, -2.2212, -3.5399], [6.4590, 0.2320, -3.6078], [6.3150, 1.5265, -1.5013], [5.1545, -1.4522, 1.6946], [5.6733, -3.5787, 2.8368], [4.6792, -5.7341, 3.5064], [2.8138, -6.6805, 2.1836], [1.8445, -5.3705, 0.3332], [2.9062, -1.9450, -0.6296], [2.6320, -3.4529, -1.5324], [1.0702, 0.7833, 4.3251], [0.9440, -0.1668, 2.6028], [2.6733, 0.4132, 1.9030], [1.4571, -1.8958, 3.3362], [1.9816, 0.4532, 4.8355], [0.1995, 0.5113, 4.9196], [1.1074, 1.8659, 4.1931], [3.4376, 0.3400, 2.6833], [2.6040, 1.4448, 1.5560], [2.9149, -0.2104, 1.0465], [2.4126, -1.8230, 3.8652], [1.5336, -2.6396, 2.5467], [0.6824, -2.1949, 4.0411], [-2.8977, -0.6665, -1.9150], [-3.1739, -0.5026, -0.5031], [-3.3246, 0.0886, -2.4513], [-3.2934, -1.5526, -2.2230], [-4.0411, -0.9832, -0.2424], [-3.3506, 0.5037, -0.3731]], "forces_ev_per_angstrom": [[-0.5770, -0.0303, -1.6578], [0.0174, -0.0142, -0.0333], [0.0615, 0.0551, -0.0177], [0.0799, -0.0159, 0.1905], [0.0572, 0.0379, -0.3829], [0.3372, -0.2713, -0.1439], [-0.0998, 0.0117, 0.0728], [0.0779, 0.0166, -0.1428], [0.5989, 2.1421, 1.0262], [-1.0097, -0.3171, -0.6971], [-0.8931, -1.1622, 1.0632], [-0.2374, 0.1435, 0.1255], [-0.4655, -0.0345, 0.5110], [0.5131, 0.2516, -0.4064], [-0.3582, -0.2086, 0.0878], [0.3310, 0.0042, -0.3286], [0.2279, 0.2949, -0.0333], [-0.0446, -0.0801, 0.0375], [0.1648, -0.1906, -0.0085], [0.1623, 0.1531, -0.7601], [0.4356, -0.1085, 0.3551], [-0.1078, -0.2073, -0.5486], [-0.1776, 0.3909, -0.1123], [0.1523, -0.0353, 0.4556], [-0.0312, -0.3685, -0.3934], [-0.0868, 0.3174, -0.0929], [0.0975, 0.2536, 0.2880], [0.0722, -0.4789, 0.2775], [-0.3213, 0.1228, -0.8467], [-0.2347, 0.1749, 0.6482], [0.7599, 0.0594, -1.4944], [0.6280, 0.0826, 0.4236], [-0.4161, -0.1941, 0.1926], [0.0924, 0.0152, 0.0041], [0.0754, 0.0547, -0.0581], [-0.1159, -0.0338, 0.0004], [-0.0539, 0.0551, 0.0491], [-0.0461, -0.0262, 0.0212], [0.0496, 0.2249, 0.1421], [-0.0894, 0.0067, 0.0358], [-0.0117, 0.0104, 0.0472], [-0.0396, -0.0352, 0.1429], [-0.1048, 0.0165, 0.0297], [-0.0448, -0.0125, -0.1360], [-0.0326, 0.0758, 0.2007], [0.1043, -0.0225, 0.1405], [0.0693, 0.0330, 0.0671], [0.0332, 0.0075, 0.0575], [0.0215, 0.0570, 0.1067], [0.0843, 0.0869, -0.0167], [-0.0062, -0.0093, -0.0672], [0.0393, -0.0933, -0.0933], [0.0317, 0.0083, 0.1002], [-0.0026, 0.0650, 0.0468], [0.0062, 0.0286, -0.1058], [-0.0722, -0.0486, -0.0798], [-0.0497, -0.1203, -0.1020], [-0.0343, -0.0429, -0.1535], [-0.0879, -0.1005, 0.0334], [-0.0883, -0.1496, -0.0603], [0.0778, -0.0413, -0.0342], [0.0401, -0.0414, -0.0288], [0.0563, -0.0164, -0.0507], [0.1018, 0.0261, -0.0230], [0.1018, 0.2197, 0.0806], [0.1311, 0.0840, -0.3441], [-0.6835, -0.4243, 1.2189], [0.3341, 0.3264, -0.3710], [-0.0446, -0.3807, -1.1836], [0.5342, 0.4045, 0.5267], [-0.0021, 0.0304, -0.0418], [-0.3156, 0.0442, 1.9672], [-0.0664, -0.0924, 0.1051], [-0.1383, -0.2678, -0.4708], [0.0911, 0.2715, 0.4425], [-0.1369, -0.3633, 0.1562], [-0.6282, 0.1896, 0.7601], [-0.1036, -0.2969, -1.6301], [-0.2009, -0.0533, 0.7672], [-0.2619, -0.1867, -0.2354], [0.0414, 0.1433, 0.1658], [-0.0084, -0.0772, -0.2890], [0.3867, 0.2028, 0.4586], [-0.0820, -0.1937, -0.2037], [0.1463, -0.0474, 0.0138], [0.1938, -0.0525, -0.0391], [-0.0200, 0.0139, -0.0578], [-0.0199, -0.0295, -0.0004], [-0.0361, 0.0379, -0.0563], [0.2175, -0.0895, -0.1736], [-0.0087, 0.0376, 0.0743], [-0.0198, 0.0913, 0.0591], [0.0507, -0.0716, -0.0188], [0.0018, -0.1109, -0.0539], [-0.0007, -0.0296, -0.0786], [0.1049, 0.0903, 0.0464], [0.2252, 0.0900, -0.3966], [0.0625, 0.2870, 0.4625], [-0.3062, -0.3737, 0.1125], [-0.0006, 0.0704, -0.0644], [-0.0215, -0.0063, 0.0654], [0.0319, -0.0518, -0.0257], [0.0560, 0.0299, 0.0421], [0.1242, 0.0647, 0.2849], [-0.6560, 0.2754, -0.0855], [0.8199, 0.0544, -0.0668], [-0.5994, -0.7589, -0.2215], [0.3423, 0.1686, 0.0703], [-0.0578, -0.0695, -0.0811], [0.0334, 0.0589, -0.1315], [-0.0133, 0.1221, 0.0590], [-0.0953, -0.1643, -0.1531], [0.1063, 0.0104, 0.0017], [0.0678, -0.0550, 0.0758], [-0.0927, -0.0806, 0.0528], [-0.0737, -0.0022, -0.0597], [0.0027, -0.1071, -0.0052], [0.0682, 0.0360, -0.0048], [-0.2130, -0.0218, -0.0769], [1.5339, 0.4473, 0.7853], [-0.3294, 0.0808, -0.0351], [-0.0299, -0.2124, 0.0899], [-0.1231, 0.0203, -0.1444], [-0.0236, 0.0141, 0.0392], [0.0062, -0.0759, -0.0494], [-0.1964, -0.1241, -0.0680], [-0.0503, -0.0745, 0.0114], [0.0627, -0.0342, -0.0254], [-0.0840, 0.0743, -0.0866], [0.0181, 0.0320, -0.0103], [-0.0071, -0.0311, 0.0479], [-0.1147, -0.0394, -0.0515], [-0.0410, -0.1090, 0.0777], [-0.0676, -0.0961, 0.1918], [0.0685, 0.2473, 0.0940], [0.3024, 0.1324, -0.0920], [-0.0105, -0.0212, -0.0930]], "multiplicity": 2, "homo_energy_ev": [-1.53, -4.62], "de_lowest_kj_mol": 249.6, "charge": -1, "max_force_ev_per_a": 2.45}